Below is an isolated ion of composition C2H7NO2P and charge -1 at a distorted geometry, with properties calculated with ωB97M-V/def2-TZVPD.

```
13
C2H7NO2P ωB97M-V/def2-TZVPD
C -0.14 -1.84 -0.54
C 0.61 -0.54 -0.46
N 0.40 2.25 0.42
O -1.92 1.10 -0.39
O -0.73 0.24 1.81
P -0.73 0.88 0.46
H 0.59 -2.78 -0.79
H -0.70 -1.97 0.38
H -0.71 -1.94 -1.48
H 1.01 -0.14 -1.53
H 1.49 -0.33 0.24
H 0.96 1.99 1.23
H -0.12 3.07 0.65
```

Calculated values
Spin multiplicity: 1
Net charge: -1
DFT total energy: -17064.0788 eV
LUMO energy: 4.44 eV
Energy relative to the best compared isomer or geometry (same formula, charge and spin): 17.6 kJ/mol
Frontier orbital gap: 8.4 eV

Here are the natural (NBO) charges for atoms 1 to 6, given in e: atom 1 (C): -0.63, atom 2 (C): -0.75, atom 3 (N): -1.18, atom 4 (O): -1.17, atom 5 (O): -1.19, atom 6 (P): 2.25

=====

Below is C8H24NiO12S6 as an isolated structure at a distorted geometry, with properties calculated with ωB97M-V/def2-TZVPD.

```
51
C8H24NiO12S6 ωB97M-V/def2-TZVPD
Ni -0.36 -0.61 0.60
S -1.76 -2.95 2.53
O -2.24 -4.26 2.03
O -1.34 -2.08 1.36
O -2.83 -2.20 3.23
O -0.62 -3.14 3.44
S -0.53 1.66 3.13
O 0.59 2.66 3.06
O -1.87 2.25 2.97
O -0.26 0.78 1.93
O -0.44 0.91 4.38
C 3.92 -1.94 1.53
S 2.66 -0.72 1.13
O 1.34 -1.41 1.31
C 2.85 0.28 2.62
H 3.56 -2.43 2.44
H 4.92 -1.52 1.66
H 3.93 -2.69 0.75
H 1.90 0.80 2.82
H 3.49 1.12 2.37
H 3.10 -0.24 3.54
C -0.63 2.97 -1.88
S 0.44 2.36 -0.56
O 0.41 0.88 -0.77
C 2.00 3.08 -1.16
H -0.30 3.95 -2.21
H -1.67 3.03 -1.55
H -0.54 2.26 -2.71
H 2.58 2.28 -1.64
H 2.56 3.35 -0.26
H 1.83 4.00 -1.71
C 2.34 -2.40 -2.18
S 0.53 -2.46 -2.34
O 0.02 -1.73 -1.19
C 0.49 -1.38 -3.83
H 2.61 -2.86 -1.23
H 2.69 -1.37 -2.27
H 2.88 -2.99 -2.92
H 0.49 -0.33 -3.54
H -0.32 -1.68 -4.50
H 1.40 -1.62 -4.38
C -4.08 0.52 -1.93
S -3.48 -0.31 -0.42
O -2.05 0.04 -0.30
C -4.28 0.87 0.70
H -3.93 1.60 -1.90
H -5.12 0.26 -2.13
H -3.52 0.19 -2.81
H -3.76 0.79 1.67
H -5.32 0.54 0.80
H -4.29 1.88 0.31
```

Calculated values
Spin multiplicity: 3
Net charge: -2
DFT total energy: -139306.7388 eV
<S²>: 2.0036
LUMO energy (alpha / beta): 3.39 / 3.39 eV
Frontier orbital gap (alpha / beta): 3.5 / 3.5 eV

Here are the natural (NBO) charges for atoms 1 to 6, given in e: atom 1 (Ni): 1.56, atom 2 (S): 2.59, atom 3 (O): -1.10, atom 4 (O): -1.18, atom 5 (O): -1.09, atom 6 (O): -1.09

=====

Below is an isolated molecule of C5H6ClFO at a distorted geometry, with properties calculated with ωB97M-V/def2-TZVPD.

```
14
C5H6ClFO ωB97M-V/def2-TZVPD
C 1.83 0.48 -0.55
C 0.49 -0.07 -0.23
C -0.09 -1.19 -0.69
C -1.64 -0.47 0.76
C -0.53 0.61 0.58
H 1.75 1.44 -1.04
H 2.37 -0.19 -1.20
H 0.22 -1.81 -1.57
H -1.49 -0.98 1.74
H -2.64 -0.12 0.68
H -0.14 1.05 1.51
O -1.38 -1.40 -0.29
F 2.51 0.60 0.65
Cl -1.27 2.05 -0.36
```

Calculated values
Spin multiplicity: 1
DFT total energy: -22568.7600 eV
LUMO energy: 0.83 eV
Energy relative to the best compared isomer or geometry (same formula, charge and spin): 14.4 kJ/mol
Frontier orbital gap: 10.0 eV

Here are the natural (NBO) charges for atoms 1 to 6, given in e: atom 1 (C): 0.04, atom 2 (C): -0.21, atom 3 (C): 0.20, atom 4 (C): -0.09, atom 5 (C): -0.18, atom 6 (H): 0.18

=====

Below is a 2-piece molecular cluster, C4H8N2O overall, with properties calculated with ωB97M-V/def2-TZVPD.

```
15
C4H8N2O ωB97M-V/def2-TZVPD
N 1.27 0.14 -1.21
C 1.70 -0.09 0.06
O 2.83 0.17 0.44
C 0.72 -0.80 1.02
N -0.71 -0.63 0.89
C -1.66 0.21 0.66
C -1.68 -0.65 -0.41
H 1.93 0.59 -1.84
H 0.33 -0.09 -1.51
H 0.88 -1.87 0.87
H 1.05 -0.54 2.03
H -2.07 1.10 1.16
H -1.12 2.29 -0.71
H -2.35 -1.51 -0.33
H -1.13 1.68 -1.12
```

Calculated values
Spin multiplicity: 1
DFT total energy: -9300.2311 eV
LUMO energy: 0.24 eV
Energy relative to the best compared isomer or geometry (same formula, charge and spin): 594.6 kJ/mol
Frontier orbital gap: 8.4 eV

Here are the natural (NBO) charges for atoms 1 to 6, given in e: atom 1 (N): -0.83, atom 2 (C): 0.66, atom 3 (O): -0.61, atom 4 (C): -0.32, atom 5 (N): -0.39, atom 6 (C): 0.18

=====

Below is an isolated molecule of C6H10O at a distorted geometry, with properties calculated with ωB97M-V/def2-TZVPD.

```
17
C6H10O ωB97M-V/def2-TZVPD
C 0.72 0.03 -1.19
C 0.88 1.33 -0.41
O 0.05 1.33 0.75
C 0.22 0.20 1.58
C -0.64 -1.01 1.22
C -1.10 -1.29 0.00
C -0.77 -0.37 -1.14
H 1.34 -0.75 -0.73
H 1.11 0.16 -2.21
H 1.93 1.52 -0.13
H 0.53 2.17 -1.02
H 1.29 -0.06 1.64
H -0.08 0.54 2.58
H -1.01 -1.60 2.06
H -1.91 -2.00 -0.16
H -1.37 0.44 -0.72
H -1.18 -0.64 -2.11
```

Calculated values
Spin multiplicity: 1
DFT total energy: -8430.1649 eV
LUMO energy: 1.11 eV
Energy relative to the best compared isomer or geometry (same formula, charge and spin): 103.8 kJ/mol
Frontier orbital gap: 10.2 eV

Here are the natural (NBO) charges for atoms 1 to 6, given in e: atom 1 (C): -0.44, atom 2 (C): -0.06, atom 3 (O): -0.54, atom 4 (C): -0.11, atom 5 (C): -0.25, atom 6 (C): -0.16

=====

Below is an isolated molecule of C6H14N2O at a distorted geometry, with properties calculated with ωB97M-V/def2-TZVPD.

```
23
C6H14N2O ωB97M-V/def2-TZVPD
C -0.82 -0.30 0.98
C 1.26 -0.83 -1.03
C 0.50 0.56 0.73
C -0.57 -1.32 2.09
C -1.93 0.67 1.38
C 0.86 0.08 -2.17
N 1.42 1.32 -2.15
O 1.57 -0.18 0.18
N 0.01 -0.36 -3.01
H -1.18 -0.83 0.09
H 1.34 1.92 -2.95
H 2.20 1.49 -1.53
H -0.22 0.30 -3.75
H 0.39 -1.52 -0.82
H 2.17 -1.37 -1.31
H 0.23 1.39 0.06
H 0.89 0.95 1.68
H -0.33 -0.81 3.03
H -2.85 0.13 1.61
H 0.27 -1.96 1.83
H -1.44 -1.94 2.26
H -1.64 1.25 2.25
H -2.14 1.36 0.56
```

Calculated values
Spin multiplicity: 1
DFT total energy: -11476.4353 eV
LUMO energy: 0.92 eV
Energy relative to the best compared isomer or geometry (same formula, charge and spin): 128.8 kJ/mol
Frontier orbital gap: 10.3 eV

Here are the natural (NBO) charges for atoms 1 to 6, given in e: atom 1 (C): -0.25, atom 2 (C): -0.13, atom 3 (C): -0.07, atom 4 (C): -0.61, atom 5 (C): -0.61, atom 6 (C): 0.41

=====

Below is a 3-piece molecular cluster, C30H20Cl2O4 overall at a distorted geometry, with properties calculated with ωB97M-V/def2-TZVPD.

```
56
C30H20Cl2O4 ωB97M-V/def2-TZVPD
Cl -2.16 -1.02 -3.77
C -0.82 -1.52 -4.85
C -0.45 -2.95 -4.45
Cl 0.68 -3.70 -5.58
H -0.01 -0.81 -4.70
H -1.20 -1.48 -5.87
H -1.38 -3.51 -4.46
H 0.01 -3.00 -3.46
C -5.37 -1.26 -0.13
C -4.07 -0.87 -0.40
C -3.18 -0.71 0.64
C -3.62 -0.87 1.97
C -4.94 -1.26 2.22
C -5.84 -1.32 1.16
C -5.37 -1.55 3.59
O -6.45 -2.07 3.81
C -4.47 -1.18 4.72
C -4.82 -1.48 6.04
C -4.02 -1.11 7.10
C -2.72 -0.63 6.86
C -2.34 -0.48 5.54
C -3.19 -0.71 4.47
C -2.66 -0.55 3.08
O -1.53 -0.19 2.87
H -6.10 -1.38 -0.93
H -3.72 -0.82 -1.42
H -2.14 -0.47 0.51
H -6.86 -1.62 1.38
H -5.82 -1.82 6.25
H -4.33 -1.31 8.12
H -2.05 -0.44 7.69
H -1.33 -0.14 5.34
C 3.43 -1.12 -4.10
C 2.75 -0.07 -4.69
C 2.76 1.19 -4.13
C 3.48 1.46 -2.97
C 4.15 0.40 -2.31
C 4.22 -0.81 -2.99
C 5.04 0.66 -1.14
O 5.75 -0.21 -0.69
C 5.08 2.05 -0.63
C 5.77 2.33 0.54
C 5.77 3.60 1.10
C 4.98 4.58 0.53
C 4.24 4.33 -0.62
C 4.32 3.08 -1.23
C 3.57 2.88 -2.48
O 3.07 3.78 -3.11
H 3.41 -2.14 -4.46
H 2.20 -0.23 -5.62
H 2.22 1.95 -4.66
H 4.76 -1.67 -2.60
H 6.34 1.59 1.08
H 6.36 3.88 1.97
H 4.91 5.58 0.95
H 3.68 5.14 -1.09
```

Calculated values
Spin multiplicity: 1
DFT total energy: -64670.1197 eV
LUMO energy: -1.04 eV
Frontier orbital gap: 8.8 eV

Here are the natural (NBO) charges for atoms 1 to 6, given in e: atom 1 (Cl): -0.08, atom 2 (C): -0.37, atom 3 (C): -0.40, atom 4 (Cl): -0.05, atom 5 (H): 0.22, atom 6 (H): 0.22

=====

Below is a 2-piece molecular cluster, C5H11O2 overall at a distorted geometry, with properties calculated with ωB97M-V/def2-TZVPD.

```
18
C5H11O2 ωB97M-V/def2-TZVPD
C 0.58 -0.83 0.57
C 0.44 -2.27 0.07
C -0.59 -0.52 1.60
O -1.36 0.41 1.26
O -0.62 -1.19 2.66
H 1.43 -0.66 1.24
H 0.54 0.08 -0.03
H 0.09 -2.75 1.00
H 1.36 -2.78 -0.21
H -0.36 -2.40 -0.65
C 1.25 2.14 -2.79
C -0.19 1.97 -2.23
H 1.59 3.17 -2.63
H 1.89 1.45 -2.24
H 1.26 1.93 -3.86
H -0.27 2.52 -1.30
H -0.88 2.46 -2.93
H -0.38 0.91 -2.07
```

Calculated values
Spin multiplicity: 1
Net charge: -1
DFT total energy: -9459.4253 eV
LUMO energy: 3.63 eV
Energy relative to the best compared isomer or geometry (same formula, charge and spin): 58.3 kJ/mol
Frontier orbital gap: 7.4 eV

Here are the natural (NBO) charges for atoms 1 to 6, given in e: atom 1 (C): -0.54, atom 2 (C): -0.63, atom 3 (C): 0.76, atom 4 (O): -0.80, atom 5 (O): -0.80, atom 6 (H): 0.19

=====

Below is an isolated molecule of C5H8O, with properties calculated with ωB97M-V/def2-TZVPD.

```
14
C5H8O ωB97M-V/def2-TZVPD
O 2.17 1.51 -0.75
C 2.01 0.42 -0.25
C 0.98 0.11 0.81
C -0.16 -0.20 -0.16
C -1.45 -0.95 -0.01
C -1.46 0.54 -0.22
H 2.48 -0.49 -0.67
H 1.28 -0.74 1.43
H 0.82 0.99 1.44
H 0.24 -0.38 -1.15
H -1.68 -1.58 -0.86
H -1.78 -1.34 0.95
H -1.73 0.96 -1.19
H -1.74 1.15 0.63
```

Calculated values
Spin multiplicity: 1
DFT total energy: -7360.5140 eV
LUMO energy: 1.10 eV
Energy relative to the best compared isomer or geometry (same formula, charge and spin): 168.0 kJ/mol
Frontier orbital gap: 10.8 eV

Here are the natural (NBO) charges for atoms 1 to 6, given in e: atom 1 (O): -0.52, atom 2 (C): 0.45, atom 3 (C): -0.51, atom 4 (C): -0.23, atom 5 (C): -0.41, atom 6 (C): -0.40

=====

Below is a 2-piece molecular cluster, C6H7ClN3S overall at a distorted geometry, with properties calculated with ωB97M-V/def2-TZVPD.

```
18
C6H7ClN3S ωB97M-V/def2-TZVPD
C 0.13 2.56 0.13
C -0.71 1.61 -0.09
C 1.60 -0.60 -0.33
C -1.88 1.01 -0.28
C -2.73 -1.30 0.17
C 2.46 -0.41 0.55
N 1.11 3.14 0.51
N -1.86 -0.37 -0.20
N 0.65 -0.90 -1.01
S -4.39 -1.18 0.52
Cl -3.42 1.94 -0.44
H -2.21 -2.33 0.21
H 3.19 0.40 0.84
H 2.78 -1.46 0.99
H 1.15 4.19 0.75
H 0.89 -1.20 -1.91
H -0.84 -0.73 -0.43
H -4.43 0.08 0.62
```

Calculated values
Spin multiplicity: 1
Net charge: +1
DFT total energy: -34151.6681 eV
LUMO energy (alpha / beta): -4.97 / -4.97 eV
Energy relative to the best compared isomer or geometry (same formula, charge and spin): 496.6 kJ/mol
Frontier orbital gap (alpha / beta): 7.9 / 7.9 eV

Here are the natural (NBO) charges for atoms 1 to 6, given in e: atom 1 (C): 0.43, atom 2 (C): -0.25, atom 3 (C): 0.44, atom 4 (C): 0.16, atom 5 (C): 0.01, atom 6 (C): -0.58

=====

Below is a 2-piece molecular cluster, C19H23NO3 overall at a distorted geometry, with properties calculated with ωB97M-V/def2-TZVPD.

```
46
C19H23NO3 ωB97M-V/def2-TZVPD
C -5.13 -1.21 0.59
H -5.24 -2.17 0.99
O -3.62 -1.01 0.49
C -3.14 -0.03 -0.06
C -3.89 0.87 -0.77
C -3.30 2.05 -1.10
C -1.96 2.07 -0.96
C -1.18 1.18 -0.67
C -1.85 0.09 -0.10
C -0.96 -1.09 0.62
N -0.09 -1.35 -0.32
C 0.54 -2.61 -0.28
O 0.60 -3.57 0.71
C 1.50 -3.01 -1.35
C 2.81 -2.36 -1.60
H 3.38 -2.63 -0.49
H 3.37 -2.82 -2.33
O 2.60 -1.01 -1.52
C 2.81 -0.02 -0.58
C 2.95 -0.46 0.91
C 3.00 0.45 1.69
C 2.71 1.89 1.65
C 2.54 2.30 0.24
C 2.43 1.27 -0.63
H 2.29 1.66 -2.07
C 2.37 3.65 -0.14
H 1.33 3.74 0.28
H 2.30 3.96 -1.23
H 2.96 4.23 0.43
H 2.91 2.49 2.35
H 3.26 0.26 2.75
H 3.08 -1.57 0.94
H 1.73 -4.13 -1.29
H 0.89 -3.04 -2.32
H 0.10 -1.06 -1.16
C -0.28 -0.36 1.95
H 0.37 0.29 1.53
H 0.26 -1.35 2.60
H -1.09 -0.21 2.64
H -1.77 -1.75 0.98
H 0.00 1.13 -0.35
H -1.49 3.12 -1.30
H -3.92 2.90 -1.57
H -5.04 0.88 -0.62
H -5.76 -0.34 1.00
H -5.41 -1.29 -0.53
```

Calculated values
Spin multiplicity: 1
DFT total energy: -27695.0687 eV
LUMO energy: 0.70 eV
Energy relative to the best compared isomer or geometry (same formula, charge and spin): 1445.2 kJ/mol
Frontier orbital gap: 9.0 eV

Here are the natural (NBO) charges for atoms 1 to 6, given in e: atom 1 (C): -0.27, atom 2 (H): 0.21, atom 3 (O): -0.49, atom 4 (C): 0.30, atom 5 (C): -0.29, atom 6 (C): -0.20

=====

Below is an isolated molecule of C5H4FNS at a distorted geometry, with properties calculated with ωB97M-V/def2-TZVPD.

```
12
C5H4FNS ωB97M-V/def2-TZVPD
C 0.69 -1.61 -0.35
C -0.20 -0.37 -0.14
C -1.61 -0.54 -0.43
C 0.38 0.73 0.34
C -0.09 2.13 0.59
H 0.49 -1.94 -1.38
H 0.40 -2.45 0.38
H 1.75 -1.39 -0.29
H 0.76 2.72 0.88
N -2.73 -0.70 -0.77
F 1.74 0.67 0.60
S -1.58 2.73 0.58
```

Calculated values
Spin multiplicity: 1
DFT total energy: -20290.6836 eV
LUMO energy: -1.60 eV
Energy relative to the best compared isomer or geometry (same formula, charge and spin): 176.1 kJ/mol
Frontier orbital gap: 7.8 eV

Here are the natural (NBO) charges for atoms 1 to 6, given in e: atom 1 (C): -0.62, atom 2 (C): -0.14, atom 3 (C): 0.26, atom 4 (C): 0.37, atom 5 (C): -0.36, atom 6 (H): 0.23